(1)
Molecular formula: H3O4P
Method: DFT, ωB97M-V/def2-TZVPD

Each line ends with the Mulliken charge.
Atoms and positions in Å:
O  -1.8688  -1.8286  0.2725  -0.2997
O  0.5021  0.7617  0.8081  -0.2331
O  -0.8533  -1.4438  -0.6299  -0.1406
O  1.7835  0.3414  1.2006  -0.5592
P  -0.7212  0.1915  -0.8965  0.4254
H  -2.2803  -2.5833  -0.0788  0.3140
H  0.0603  0.5484  1.5581  0.3552
H  0.4493  -0.2800  -1.4580  0.1380

Calculated values
Max |F|, hartree/bohr: 0.0977
Energy, hartree: -643.79704
Total charge: 0
Highest occupied orbital energy (alpha / beta), eV: -8.0 / -8.0
Frontier orbital gap (alpha / beta), eV: 6.743 / 6.745


(2)
Molecular formula: H3O5
Method: DFT, ωB97M-V/def2-TZVPD

Each line ends with the Mulliken charge.
Atoms and positions in Å:
O  0.8381  -0.2893  -1.6880  -0.2056
O  0.2959  0.3649  1.5106  -0.2157
O  -1.5998  -0.6807  0.7696  -0.1331
O  -0.1938  0.2299  -0.7788  0.0486
O  -0.2830  -0.4027  0.4896  0.2750
H  0.5132  -0.5546  -2.5106  0.3852
H  1.1462  0.0217  1.9964  0.4369
H  -2.0522  0.1683  0.7978  0.4088

Calculated values
Max |F|, hartree/bohr: 0.1180
Energy, hartree: -377.23305
Total charge: +1
Highest occupied orbital energy, eV: -17.8
Frontier orbital gap, eV: 10.619


(3)
Molecular formula: H3O5
Method: DFT, ωB97M-V/def2-TZVPD

Each line ends with the Mulliken charge.
Atoms and positions in Å:
O  -0.7260  0.8603  -0.1621  0.0483
O  -1.9946  -0.3908  -0.0660  -0.4339
O  2.4415  -0.5431  -0.0403  -0.1850
O  0.3221  0.4596  -0.6032  0.2703
O  1.4078  0.0841  0.4701  0.0332
H  -1.7767  -0.6990  0.8201  0.4432
H  -2.7976  0.1713  -0.2214  0.4378
H  3.1235  0.0577  -0.1972  0.3859

Calculated values
Max |F|, hartree/bohr: 0.0750
Energy, hartree: -377.30370
Total charge: +1
Highest occupied orbital energy (alpha / beta), eV: -16.9 / -16.9
Frontier orbital gap (alpha / beta), eV: 8.888 / 8.888


(4)
Molecular formula: H3O5
Method: DFT, ωB97M-V/def2-TZVPD

Each line ends with the Mulliken charge.
Atoms and positions in Å:
O  -0.1186  1.4697  -0.1564  0.0820
O  1.1556  0.4524  0.2939  -0.3765
O  -2.5008  -0.8462  0.1265  -0.2303
O  -1.1365  1.0056  0.3416  0.2276
O  -1.6725  -0.0572  -0.5675  -0.0208
H  0.6895  -0.3608  -0.0122  0.4613
H  2.0546  0.7089  -0.1052  0.4549
H  -3.3359  -0.7811  -0.3671  0.4016

Calculated values
Max |F|, hartree/bohr: 0.0397
Energy, hartree: -377.30073
Total charge: +1
Highest occupied orbital energy, eV: -16.7
Frontier orbital gap, eV: 8.968


(5)
Molecular formula: H3O6
Method: DFT, ωB97M-V/def2-TZVPD

Each line ends with the Löwdin spin population.
Atoms and positions in Å:
O  -0.4245  -1.0439  1.8097  0.3178
O  0.4940  1.4914  -1.1234  0.0050
O  1.0484  -0.7145  -0.4864  0.0819
O  -0.9423  -0.2700  0.9464  1.0735
O  -0.4668  0.5791  -1.4393  0.0470
O  -0.2677  -0.5493  -0.5988  0.4330
H  -1.0184  -1.8866  1.8583  0.0374
H  0.0663  2.2136  -0.4838  0.0021
H  1.5111  0.1801  -0.4827  0.0023

Calculated values
<S²>: 2.008
Max |F|, hartree/bohr: 0.1230
Energy, hartree: -452.37295
Total charge: +1
Highest occupied orbital energy (alpha / beta), eV: -15.7 / -16.5
Frontier orbital gap (alpha / beta), eV: 11.476 / 7.266
Spin multiplicity: 3


(6)
Molecular formula: H3OPS
Method: DFT, ωB97M-V/def2-TZVPD

Each line ends with the Mulliken charge.
Atoms and positions in Å:
P  -2.2059  1.3984  0.0880  0.1085
S  -1.9725  -0.4977  -0.1264  -0.1813
H  -1.8015  1.6082  -1.2435  0.0708
O  1.6566  -0.8928  0.6206  -0.5982
H  1.7626  -0.5576  -0.2319  0.3019
H  2.5608  -1.0584  0.8931  0.2982

Calculated values
Max |F|, hartree/bohr: 0.0479
Energy, hartree: -816.53569
Total charge: 0
SMILES: P=S.O
Highest occupied orbital energy, eV: -8.7
Frontier orbital gap, eV: 7.396


(7)
Molecular formula: H3OPS
Method: DFT, ωB97M-V/def2-TZVPD

Each line ends with the Mulliken charge.
Atoms and positions in Å:
O  -0.8106  -1.1550  -0.2051  -0.5864
P  -0.4461  0.2459  0.0835  0.4989
S  1.5882  0.1890  -0.0997  -0.3050
H  -0.7101  0.9747  1.2126  0.0906
H  -0.7605  0.8821  -1.0563  0.0437
H  1.1391  -1.1368  0.0650  0.2582

Calculated values
Max |F|, hartree/bohr: 0.0465
Energy, hartree: -816.55388
Total charge: 0
SMILES: O=[PH2]S
Highest occupied orbital energy, eV: -10.0
Frontier orbital gap, eV: 10.656


(8)
Molecular formula: H3OPS2
Method: DFT, ωB97M-V/def2-TZVPD

Each line ends with the Mulliken charge.
Atoms and positions in Å:
O  0.6325  0.6178  -1.7170  -0.3797
P  1.2161  0.0088  -0.5302  0.4302
S  1.0891  1.3182  1.2167  -0.2369
H  1.4811  0.3039  2.0233  0.2040
S  -2.0765  -1.2161  -0.2121  -0.2201
H  -0.6622  -0.6867  0.2948  0.0510
H  -1.6801  -0.3459  -1.0755  0.1514

Calculated values
Max |F|, hartree/bohr: 0.0734
Energy, hartree: -1214.73679
Total charge: 0
SMILES: O=PS.S
Highest occupied orbital energy, eV: -9.9
Frontier orbital gap, eV: 8.347


We obtain ΔE to the lowest compared entry with this formula, charge and spin values of 693.9; 189.9; 4.4; 12.2; 97.0; 122.5; 74.7; 197.6 kJ/mol for the records listed above, in that order.